The following is a DFT calculation (ωB97M-V/def2-TZVPD) of a structure of composition C7H14N2S.

Geometry as XYZ:
```
24
Properties=species:S:1:pos:R:3:forces:R:3
C -0.285 2.403 0.466 1.816 0.058 0.846
C 0.964 1.397 0.034 1.450 4.563 0.303
C 1.834 -0.670 -0.569 1.540 -1.850 -1.667
C 2.204 -2.183 -0.104 -1.833 -1.587 0.589
C -0.632 -0.415 -0.412 1.880 -3.264 -0.091
C -1.588 -0.689 0.743 -1.046 1.410 5.377
C -3.774 -0.122 -0.555 -5.537 2.835 0.267
H 0.812 3.483 0.874 -4.038 -2.560 -0.758
H -0.886 1.465 1.489 1.592 3.908 -2.803
H -1.367 3.183 -0.612 2.892 -2.456 2.864
H 1.753 1.677 0.986 -1.941 -1.134 -2.844
H 1.574 1.981 -1.069 -1.818 -1.960 2.968
H 1.860 -0.591 -1.728 -0.386 -0.441 1.486
H 2.670 -0.058 -0.310 0.716 0.305 0.330
H 1.049 -2.763 -0.022 3.629 1.244 -0.313
H 2.951 -2.829 -0.875 -2.304 2.081 2.088
H 2.663 -2.253 1.016 -1.107 0.374 -2.795
H -1.075 0.279 -1.109 -0.331 0.018 -0.506
H -0.364 -1.496 -0.894 -1.383 2.529 0.641
H -2.156 0.288 1.316 2.065 -2.251 -1.911
H -1.219 -1.233 1.810 -0.237 1.141 -3.358
N 0.699 0.004 -0.007 -0.188 0.336 0.386
N -4.637 0.738 -0.774 5.804 -5.205 0.956
S -3.049 -1.595 0.305 -1.236 1.906 -2.056
```
Forces are in eV/Å.

ΔE to the lowest compared entry with this formula, charge and spin in kcal/mol: 297.7
Total energy in hartree: -782.3567
Highest occupied orbital energy in eV: -8.875
Total charge: 0
E_LUMO in eV: -0.19

Atom charges from the natural (NBO) analysis, given in e for atoms 1 to 2: -0.67, -0.26